## w
DFT (wB97M-V/def2-TZVPD) results for a single C18H23N3O3S molecule.

Positions of all 48 atoms, in Å:
C  3.9219  2.2339  0.1523
C  2.9663  2.9806  1.0759
C  1.6229  2.2721  1.2392
C  1.7336  1.0052  2.0887
N  0.4669  0.2991  2.1394
C  0.0982  -0.5719  1.1634
S  1.2738  -0.8638  -0.1198
C  0.2546  -1.7961  -1.3026
C  -0.4668  -0.8762  -2.2760
O  -1.6805  -0.8441  -2.3076
N  0.2955  -0.0911  -3.0696
C  1.7290  -0.1337  -3.2477
C  2.0377  -0.5785  -4.6853
O  1.4296  0.2741  -5.6241
C  0.0288  0.3043  -5.4540
C  -0.3454  0.7718  -4.0452
N  -1.0098  -1.2107  1.1075
C  -1.9359  -0.9982  2.0899
C  -3.1623  -1.6674  2.0329
C  -4.0949  -1.4635  3.0234
C  -3.8323  -0.5971  4.0849
C  -2.6315  0.0718  4.1508
C  -1.6711  -0.1208  3.1556
C  -0.3996  0.5883  3.2057
O  -0.0630  1.3716  4.0692
H  3.4643  2.0796  -0.8223
H  4.1885  1.2625  0.5593
H  4.8361  2.8063  0.0158
H  2.7836  3.9749  0.6633
H  3.4271  3.1097  2.0570
H  0.9122  2.9443  1.7247
H  1.2274  2.0137  0.2539
H  1.9878  1.2721  3.1175
H  2.4908  0.3274  1.6892
H  0.9141  -2.4993  -1.8095
H  -0.4970  -2.3207  -0.7121
H  2.2057  -0.8035  -2.5362
H  2.1257  0.8771  -3.0963
H  3.1105  -0.5327  -4.8785
H  1.6843  -1.6119  -4.8300
H  -0.3549  0.9950  -6.2056
H  -0.3926  -0.6972  -5.6292
H  -1.4235  0.7196  -3.8923
H  0.0044  1.7983  -3.8924
H  -3.3511  -2.3274  1.2015
H  -5.0433  -1.9788  2.9797
H  -4.5759  -0.4512  4.8537
H  -2.4023  0.7509  4.9581

Results
Structure (SMILES) ... CCCCn1c(SCC(=O)N2CCOCC2)nc2ccccc2c1=O



## x
DFT (wB97M-V/def2-TZVPD) results for a single C18H23N3O3S molecule.

Positions of all 48 atoms, in Å:
C  -4.5863  -3.5762  0.2961
C  -3.8490  -2.2738  0.3323
C  -2.7083  -2.1118  1.1008
C  -2.0238  -0.9020  1.1479
C  -0.8025  -0.8085  2.0064
C  -2.5038  0.1658  0.3924
S  -1.5749  1.7086  0.4632
O  -1.4093  2.1093  1.8323
O  -2.0969  2.7031  -0.4312
N  -0.0490  1.1973  -0.1110
C  0.9594  2.2054  0.1603
C  -0.1535  0.8328  -1.5058
C  1.0267  -0.0049  -1.9972
O  1.3572  -0.0388  -3.1633
N  1.6027  -0.7424  -1.0287
C  2.8554  -1.4246  -1.2293
C  3.9159  -0.9129  -0.2874
C  5.2539  -1.2623  -0.4471
C  6.1792  -0.7686  0.4552
C  5.7417  0.0532  1.4844
C  4.3894  0.3397  1.5586
N  3.5007  -0.1301  0.6992
C  -3.6621  0.0417  -0.3775
C  -4.2350  1.1668  -1.1774
C  -4.3127  -1.1856  -0.3938
H  -4.0044  -4.3677  0.7604
H  -4.8123  -3.8588  -0.7301
H  -5.5311  -3.4838  0.8310
H  -2.3374  -2.9424  1.6839
H  -0.6532  0.2054  2.3582
H  -0.9005  -1.4758  2.8604
H  0.0774  -1.1138  1.4420
H  1.9531  1.7780  0.0288
H  0.8304  2.5162  1.1945
H  0.8423  3.0780  -0.4916
H  -0.2500  1.7125  -2.1575
H  -1.0593  0.2291  -1.6220
H  1.3797  -0.5035  -0.0712
H  2.7243  -2.5035  -1.0699
H  3.1546  -1.2687  -2.2707
H  5.5541  -1.9015  -1.2630
H  7.2259  -1.0169  0.3574
H  6.4320  0.4599  2.2062
H  3.9871  0.9740  2.3375
H  -5.1621  0.8558  -1.6537
H  -3.5354  1.4967  -1.9424
H  -4.4287  2.0279  -0.5426
H  -5.2090  -1.2939  -0.9872

Results
Structure (SMILES) ... Cc1cc(C)c(S(=O)(=O)N(C)CC(=O)NCc2ccccn2)c(C)c1



Most favorable structure: w. The second most favorable one is 0.878 eV above it.



## w
DFT (wB97M-V/def2-TZVPD) results for a molecular structure, C17H20N2O4.

Positions of all 43 atoms, in Å:
C  -1.3267  2.3558  -1.7701
C  -0.8638  2.6523  -0.5064
C  -1.6346  3.2367  0.4005
C  -1.3036  3.7011  1.6854
C  -0.0743  3.5346  1.9952
C  0.7756  2.8543  1.3358
C  0.2789  2.5507  0.1378
H  1.2429  2.0711  -0.7380
O  2.2401  2.5181  1.6448
C  2.1955  1.1831  2.2943
C  1.7900  0.0809  1.6202
C  2.1979  -0.4643  0.4023
C  0.8108  -1.2072  -0.1689
N  -0.0313  -1.1596  0.8737
O  0.3977  -0.1552  1.6570
C  0.8198  -2.2204  -1.0330
O  1.7441  -2.8452  -1.4712
N  -0.3117  -2.3208  -1.8235
C  -1.4118  -1.8431  -1.6866
H  -1.4693  -1.1007  -0.6470
C  -2.4837  -2.7735  -1.3760
H  -3.5138  -2.4308  -1.0031
O  -2.5333  -3.8323  -2.3046
C  -1.3814  -4.3964  -2.4497
H  -1.2211  -5.0212  -3.5990
C  -0.2827  -3.3788  -3.0139
H  0.5358  -3.6914  -3.1579
H  -0.4271  -2.8663  -3.8785
H  -1.0938  -4.8923  -1.6357
H  -2.3210  -3.4001  -0.3745
H  -1.7137  -1.2254  -2.5237
H  3.0507  -0.4431  -0.1746
H  3.3195  0.9549  2.5018
H  1.6266  1.3039  3.2555
C  0.3856  3.8299  3.5773
H  1.6669  3.7182  3.7120
H  0.0936  4.7685  3.7393
H  -0.0153  2.9093  4.5018
H  -1.9322  4.2075  2.4610
H  -2.6260  3.6348  0.3415
H  -1.4515  3.2293  -2.3752
H  -0.6344  1.7084  -1.9823
H  -2.3147  2.1009  -1.7388



## x
DFT (wB97M-V/def2-TZVPD) results for a single C17H20N2O4 molecule.

Positions of all 43 atoms, in Å:
C  -4.4299  -3.8339  -1.5441
C  -3.6853  -3.0850  -0.6077
C  -4.0573  -2.2175  0.2389
C  -5.4030  -1.7273  0.7032
C  -2.8936  -1.3770  1.1247
C  -1.8185  -0.7887  0.1678
C  -0.7147  -0.2522  0.9838
O  -0.2713  -0.4297  1.9349
N  0.0858  0.7639  0.0946
N  1.1834  1.2073  0.6380
C  1.9688  2.0249  -0.0692
O  1.9776  1.9689  -1.1991
C  3.1518  2.4528  0.8192
C  3.8455  3.5995  0.1753
C  4.7740  4.2293  0.5854
C  5.4747  3.6319  1.8736
C  4.7859  2.6748  2.4404
C  3.9194  1.9155  1.7894
C  -1.2521  -2.0542  -0.7096
C  -1.1440  -1.3818  -2.2717
O  -1.1740  -0.1134  -2.3996
O  -0.9955  -2.3787  -3.1385
C  -2.0729  -3.2585  -0.6309
H  -4.2961  -4.9851  -1.3397
H  -3.8955  -3.5946  -2.5747
H  -5.4053  -3.4663  -1.3477
H  -5.6184  -0.5480  0.5905
H  -5.4678  -1.8483  1.8575
H  -5.9494  -2.3654  0.3105
H  -3.2111  -0.6975  1.7550
H  -2.1700  -2.2201  1.7290
H  -2.1878  -0.1705  -0.3391
H  -0.2430  0.8689  -0.6538
H  1.2357  1.1022  1.5491
H  3.3222  4.0333  -0.6417
H  5.2488  5.0803  0.2450
H  6.1270  4.3683  2.1722
H  5.3677  2.0465  3.3427
H  3.3652  1.0284  2.1617
H  -0.0703  -2.4450  -0.4390
H  -0.9041  -1.8895  -3.8415
H  -1.7228  -3.9030  -0.0206
H  -1.9855  -3.7545  -1.6249

Results
Structure (SMILES) ... CC1=C(C)C[C@@H](C(=O)NNC(=O)c2ccccc2)[C@H](C(=O)O)C1



Most favorable structure: x. The second most favorable one is 3.585 eV above it.



## w
DFT (wB97M-V/def2-TZVPD) results for a single C4H9BO2 molecule.

Positions of all 16 atoms, in Å:
B  -2.7569  -0.7885  -0.4781
C  -1.8184  0.3086  0.1285
O  -1.7258  1.2951  0.8125
O  -0.5508  -0.4878  -0.1169
C  0.6273  0.1149  0.4213
C  1.6915  -0.9601  0.5744
C  0.9980  1.2502  -0.5542
H  -3.3286  -0.7191  -1.4791
H  -2.7063  -1.7708  0.1451
H  0.4787  0.4570  1.3832
H  1.1450  -1.7651  0.8687
H  2.0172  -1.1208  -0.3653
H  2.5236  -0.5266  1.1833
H  0.4844  2.1132  -0.3916
H  0.7801  1.0976  -1.6489
H  2.1409  1.5022  -0.4831

Results
Structure (SMILES) ... BC(=O)OC(C)C



## x
DFT (wB97M-V/def2-TZVPD) results for a molecular structure, C4H9BO2.

Positions of all 16 atoms, in Å:
B  2.1240  -0.3305  0.5328
C  -1.3392  0.0661  0.2558
C  -0.2989  0.6272  -0.4192
C  -2.2563  -0.9724  -0.2863
C  0.5461  1.5810  0.2544
O  2.1887  -0.5323  -0.7972
O  1.7888  0.7164  1.2384
H  2.6156  -1.2249  1.2859
H  -1.4505  0.2758  1.2674
H  -0.3365  0.5739  -1.5572
H  -1.5353  -1.8721  -0.2833
H  -3.1864  -1.0852  0.2318
H  -2.5807  -0.6991  -1.2450
H  0.2896  2.1473  1.0894
H  1.0380  2.1765  -0.5022
H  2.3929  -1.4477  -1.0654



Most favorable structure: x. The second most favorable one is 1.921 eV above it.